1.
{
  "formula": "C14H20N2O3",
  "method": "ωB97M-V/def2-TZVPD",
  "symbols": ["C", "C", "H", "H", "O", "C", "O", "C", "C", "N", "C", "O", "N", "H", "C", "H", "C", "C", "C", "C", "C", "C", "H", "H", "H", "H", "H", "H", "H", "H", "H", "H", "C", "H", "H", "H", "H", "H", "H"],
  "xyz": [[1.9649, -3.1784, -1.7507], [1.2155, -3.4023, -0.4487], [1.9023, -3.4997, 0.3989], [0.6007, -4.3082, -0.5024], [0.3554, -2.2885, -0.2194], [0.1109, -1.9485, 1.0622], [0.5831, -2.5670, 1.9923], [-0.7599, -0.7763, 1.1442], [-1.2091, -0.2592, 2.3131], [-2.0472, 0.8286, 2.2933], [-2.7176, 1.2820, 1.1634], [-3.5908, 2.1172, 1.2453], [-2.3466, 0.6747, 0.0185], [-2.8017, 1.0101, -0.8162], [-1.1404, -0.1077, -0.1607], [-1.3623, -0.8828, -0.9051], [0.0300, 0.7443, -0.7113], [0.4361, 1.8672, 0.2423], [1.4392, 2.7813, -0.3934], [1.6774, 2.8181, -1.6933], [0.9609, 1.9548, -2.6855], [-0.3010, 1.3495, -2.0755], [-0.7089, 0.5865, -2.7424], [-1.0472, 2.1375, -1.9535], [0.7059, 2.5463, -3.5686], [1.6346, 1.1573, -3.0172], [2.4236, 3.4884, -2.0966], [1.9724, 3.4369, 0.2811], [0.8567, 1.4482, 1.1602], [-0.4434, 2.4554, 0.5272], [0.8793, 0.0663, -0.8344], [-2.3821, 1.2009, 3.1706], [-0.8898, -0.7541, 3.6832], [-0.2322, -1.6143, 3.6348], [-1.8089, -1.0294, 4.1993], [-0.4050, 0.0376, 4.2536], [2.6021, -4.0334, -1.9564], [2.5817, -2.2859, -1.6820], [1.2618, -3.0534, -2.5701]],
  "forces_ev_per_angstrom": [[-0.3, 0.1, 0.3], [0.4, -0.4, 0.0], [-0.2, 0.0, -0.2], [0.1, 0.1, 0.1], [-0.1, 0.2, -0.2], [0.1, -0.2, 0.5], [0.0, -0.1, -0.1], [-0.4, 0.3, -0.1], [0.3, -0.4, -0.3], [0.0, 0.1, 0.2], [-0.2, 0.0, 0.1], [-0.2, 0.3, 0.1], [0.0, -0.1, -0.4], [-0.1, 0.1, 0.2], [0.5, -0.1, -0.1], [0.0, 0.2, 0.1], [-0.4, 0.1, 0.1], [0.0, -0.2, -0.1], [0.0, 0.1, 0.2], [0.1, 0.0, -0.2], [-0.2, 0.0, 0.0], [0.3, -0.2, 0.0], [-0.1, 0.0, 0.0], [-0.1, 0.0, 0.0], [0.1, 0.0, 0.0], [0.0, 0.0, -0.1], [0.1, 0.1, 0.1], [0.1, 0.1, 0.0], [0.0, 0.0, 0.0], [0.0, 0.0, 0.1], [0.0, 0.0, 0.0], [0.0, 0.0, -0.2], [0.1, -0.2, 0.0], [0.0, 0.1, 0.1], [-0.1, 0.0, 0.0], [0.0, 0.1, 0.1], [0.1, -0.1, 0.0], [0.1, 0.1, 0.0], [0.0, 0.0, -0.1]],
  "smiles": "CCOC(=O)C1=C(C)NC(=O)N[C@H]1[C@@H]1CC=CCC1",
  "de_lowest_ev": 0.651,
  "e_tot_ha": -880.752869,
  "e_lumo_ev": 0.6994,
  "total_charge": 0,
  "mol_weight_g_mol": 264.3,
  "homo_ev": -8.72
}

---

2.
{
  "formula": "C14H20N2O4S",
  "method": "ωB97M-V/def2-TZVPD",
  "symbols": ["C", "C", "C", "C", "C", "C", "C", "C", "C", "C", "C", "C", "C", "C", "H", "H", "H", "H", "H", "H", "H", "H", "H", "H", "H", "H", "H", "H", "H", "H", "H", "H", "H", "H", "N", "N", "O", "O", "O", "O", "S"],
  "xyz": [[0.2345, -2.3982, 1.3937], [1.2344, -1.7305, 0.4561], [-0.9388, -2.9636, 0.4369], [-1.6714, -1.8127, -0.0951], [-2.6420, -1.2140, 0.7223], [-1.6157, -1.4155, -1.4513], [-3.4147, -0.1808, 0.1783], [-2.2678, -0.3489, -1.9579], [-3.1850, 0.3661, -1.0779], [2.0545, 0.2769, -0.6575], [3.5322, 0.3109, -0.7697], [1.5547, 1.7850, -0.6806], [0.0245, 2.0051, -0.6175], [0.2175, 3.7169, 1.5792], [-0.9775, -0.9608, 2.1821], [0.5023, -0.9907, 2.9514], [0.9432, -3.2612, 1.8413], [-0.4902, -3.5908, -0.3856], [-1.7172, -3.4888, 1.0175], [-2.7080, -1.3952, 1.7721], [-1.0352, -2.1051, -2.0733], [-4.1310, 0.3239, 0.7078], [-2.3056, -0.1123, -3.1166], [-4.4357, 1.9500, -0.9978], [1.1959, 0.1594, 1.2824], [1.6060, -0.2547, -1.4436], [1.9672, 2.2906, 0.1772], [2.0048, 2.3087, -1.5666], [-0.1346, 2.9316, -1.1827], [-0.5779, 1.2434, -1.0360], [-0.3101, 4.6781, 1.2032], [1.3727, 3.6620, 1.3948], [-0.0661, 3.9524, 2.5861], [3.4403, -1.7206, -0.9656], [-0.3123, -1.6944, 2.6128], [1.5707, -0.4612, 0.5435], [1.6389, -2.4036, -0.4779], [-3.7847, 1.5249, -1.6347], [4.2586, 1.2534, -0.4402], [4.0467, -0.9488, -1.1689], [-0.6831, 2.2301, 1.1611]],
  "forces_ev_per_angstrom": [[1.1, -2.4, 1.6], [-1.2, -0.8, -0.3], [1.4, -0.5, 0.9], [-1.9, 1.1, -0.4], [0.6, 1.0, -1.8], [1.2, -1.8, 0.7], [1.4, 0.5, -1.5], [-2.6, 2.2, -1.7], [0.9, -0.5, -1.9], [-1.5, 2.3, 1.3], [3.1, -1.2, 1.1], [-0.3, -1.1, 0.0], [0.7, 1.2, 1.1], [0.2, 2.0, -0.6], [1.2, -1.3, 1.1], [-2.2, -2.3, -0.6], [-1.9, 1.4, -1.1], [-0.5, 0.6, 1.1], [1.0, -0.4, 0.0], [-0.5, -0.6, 0.4], [0.0, 0.6, -0.1], [-1.7, 1.0, 1.8], [0.4, -0.3, 2.7], [1.3, -1.0, -1.0], [0.1, -0.8, -0.6], [-0.3, -0.6, -1.5], [0.5, 0.1, 0.2], [-0.5, -0.7, 0.7], [-0.5, -0.1, 0.4], [-0.4, -0.9, -0.5], [1.3, -1.6, -0.7], [-2.4, 0.4, 0.5], [0.7, -0.6, 1.2], [0.0, 1.3, -0.4], [1.6, 3.6, -1.7], [0.2, 3.3, 0.9], [0.7, -0.7, -0.7], [-0.5, -0.9, 1.9], [-1.8, -2.6, -1.4], [-0.2, 1.5, 0.9], [1.0, -0.3, -1.8]],
  "smiles": "CSCC[C@H](NC(=O)[C@@H](N)Cc1ccc(O)cc1)C(=O)O",
  "de_lowest_ev": 2.305,
  "e_tot_ha": -1354.084693,
  "e_lumo_ev": 0.3310,
  "total_charge": 0,
  "mol_weight_g_mol": 312.4,
  "homo_ev": -8.78
}

---

3.
{
  "formula": "C14H20N4OS",
  "method": "ωB97M-V/def2-TZVPD",
  "symbols": ["O", "C", "N", "N", "C", "C", "H", "H", "C", "C", "H", "H", "C", "H", "H", "C", "C", "H", "H", "C", "H", "H", "H", "H", "H", "H", "H", "C", "H", "H", "S", "C", "N", "C", "C", "C", "N", "H", "H", "H"],
  "xyz": [[1.7957, 3.0620, -0.7231], [1.1337, 2.4113, 0.0541], [-0.1878, 2.1767, -0.1637], [-0.9278, 1.4688, 0.7171], [-2.1013, 1.0589, 0.4557], [-2.7708, 0.2672, 1.5408], [-2.7763, 0.8710, 2.4508], [-3.8037, 0.0504, 1.2676], [-2.0273, -1.0390, 1.8411], [-2.2182, -2.1192, 0.7786], [-1.7218, -3.0195, 1.1472], [-3.2811, -2.3555, 0.6829], [-1.6375, -1.7799, -0.6001], [-1.2665, -2.7076, -1.0393], [-0.7711, -1.1320, -0.4662], [-2.6294, -1.1505, -1.5951], [-2.3649, 0.3178, -1.9312], [-2.8951, 0.5704, -2.8534], [-1.2971, 0.4543, -2.1172], [-2.8375, 1.2847, -0.8358], [-2.6873, 2.3142, -1.1784], [-3.9078, 1.1462, -0.6765], [-2.5833, -1.7092, -2.5326], [-3.6499, -1.2500, -1.2195], [-2.3889, -1.4301, 2.7947], [-0.9649, -0.8168, 1.9457], [-0.5814, 2.5309, -1.0349], [1.6759, 1.7584, 1.3058], [1.0181, 1.9425, 2.1518], [2.6998, 2.0770, 1.4876], [1.6918, -0.0536, 1.0681], [3.2839, -0.2874, 0.3956], [3.5278, -1.5060, -0.0722], [4.7259, -1.7107, -0.5844], [5.6909, -0.7121, -0.6427], [5.3268, 0.5161, -0.1093], [4.1336, 0.7293, 0.4130], [6.0017, 1.3622, -0.0903], [6.6636, -0.8820, -1.0719], [4.9095, -2.7091, -0.9605]],
  "forces_ev_per_angstrom": [[0.1, 0.1, -0.1], [0.3, -0.1, 0.4], [-0.9, 0.3, -1.0], [0.0, -0.4, 0.7], [-0.2, 0.4, -0.3], [0.2, -0.2, 0.3], [-0.1, 0.0, 0.0], [-0.1, 0.0, 0.0], [-0.4, -0.1, -0.1], [0.3, 0.0, 0.1], [-0.1, -0.1, 0.0], [0.0, -0.1, 0.0], [-0.2, -0.2, 0.0], [0.1, 0.0, 0.0], [0.1, 0.0, -0.1], [0.3, 0.1, -0.2], [-0.3, 0.0, 0.0], [0.1, 0.0, 0.0], [0.0, 0.0, -0.1], [0.4, 0.1, -0.2], [-0.1, 0.0, 0.0], [0.0, 0.1, 0.0], [-0.1, 0.0, 0.0], [-0.1, -0.1, 0.0], [0.1, 0.0, 0.1], [0.0, 0.0, 0.1], [0.2, -0.1, 0.2], [0.1, -0.3, 0.0], [0.1, 0.0, 0.0], [-0.2, 0.1, 0.0], [-0.4, 0.1, 0.2], [0.4, 0.2, 0.0], [-0.5, -0.2, 0.1], [0.4, 0.2, -0.1], [-0.1, 0.0, 0.1], [0.3, -0.3, -0.2], [-0.1, 0.2, 0.1], [0.1, 0.0, -0.1], [0.1, 0.0, 0.0], [0.1, 0.0, -0.1]],
  "smiles": "O=C(CSc1ncccn1)NN=C1CCCCCCC1",
  "de_lowest_ev": 1.591,
  "e_tot_ha": -1237.915287,
  "e_lumo_ev": 0.7765,
  "total_charge": 0,
  "mol_weight_g_mol": 292.4,
  "homo_ev": -8.54
}

---

4.
{
  "formula": "C14H20N5O5",
  "method": "ωB97M-V/def2-TZVPD",
  "symbols": ["O", "O", "O", "O", "O", "N", "C", "C", "C", "C", "C", "C", "C", "N", "N", "N", "N", "C", "C", "C", "C", "C", "C", "C", "H", "H", "H", "H", "H", "H", "H", "H", "H", "H", "H", "H", "H", "H", "H", "H", "H", "H", "H", "H"],
  "xyz": [[-0.7054, -1.5251, -1.0684], [-5.8551, 0.7175, -2.4812], [2.4113, -0.8999, 2.6548], [-1.2079, 0.5494, 2.0457], [-3.9398, 1.5840, -2.9763], [4.3553, 2.1169, 0.7403], [-1.4039, -1.0909, -1.9133], [-4.8308, 1.3664, -2.1612], [1.5867, -0.7564, 1.8112], [-1.0827, 0.5084, 0.8489], [5.5080, 1.9335, 1.3499], [4.6468, -0.0193, 1.0119], [3.8434, 0.9080, 0.5129], [5.7770, 0.6105, 1.5379], [0.8945, -1.8391, 1.3888], [0.1633, 0.6631, 0.2486], [-2.0604, 0.1063, -1.5909], [-1.4679, -1.6387, -3.2990], [0.6393, -3.1348, 2.0732], [-4.6540, 1.5521, -0.5615], [2.4593, 0.7436, -0.0757], [-3.2224, 1.5105, 0.0545], [1.4264, 0.5416, 0.9697], [-2.3005, 0.2831, -0.0759], [6.1264, 2.6977, 1.6683], [4.3976, -1.0858, 1.0596], [6.5824, 0.1916, 1.8192], [0.4287, -1.6535, 0.4894], [0.1543, 0.6440, -0.7449], [-2.7536, 0.4811, -2.2871], [-0.4778, -2.0646, -3.4827], [-1.7947, -0.8244, -3.9809], [-2.3265, -2.3366, -3.3036], [0.2963, -2.8323, 3.1366], [-0.0333, -3.7105, 1.4044], [1.5915, -3.7657, 2.0069], [-5.2132, 0.7822, -0.0528], [-5.0597, 2.4845, -0.2252], [2.2476, 1.6872, -0.5907], [2.3509, -0.1396, -0.7818], [-3.4126, 1.6619, 1.1335], [-2.6924, 2.3616, -0.2631], [1.3898, 1.3207, 1.6882], [-2.7824, -0.6899, 0.2617]],
  "forces_ev_per_angstrom": [[2.6, -3.4, 2.5], [-0.6, 0.7, 0.9], [1.9, 0.9, 2.8], [-0.3, -0.2, 0.9], [2.5, 1.5, -0.5], [1.3, 2.1, 0.5], [-2.2, 4.2, -1.1], [-2.0, -2.7, 1.2], [-0.9, -1.7, -2.2], [1.4, 0.0, -1.6], [-1.2, -1.0, -0.8], [1.2, -2.8, 0.4], [-1.7, -0.4, -0.7], [-4.1, 1.2, -1.5], [-1.5, 0.3, -2.0], [-1.6, -0.3, 1.0], [0.4, -1.7, 0.4], [-1.2, 0.8, -0.1], [1.5, 1.1, -0.2], [1.4, -0.7, -1.1], [1.5, -0.6, -0.7], [-1.3, -0.7, 1.1], [-2.2, -0.3, 0.4], [-1.1, -0.3, -2.0], [1.2, 1.3, 0.5], [0.8, 0.5, 0.2], [2.4, -1.2, 1.1], [-0.3, -0.6, 0.8], [0.1, -0.2, -0.6], [0.3, 0.4, 0.9], [-0.5, -0.2, -0.4], [0.6, -0.5, 0.1], [0.7, -0.2, -0.2], [0.4, -1.3, -1.7], [-0.3, 0.6, 0.9], [-1.0, 0.9, 0.9], [-0.5, -0.4, -0.2], [-0.4, 0.7, 0.0], [-0.1, -0.3, -0.1], [0.5, 1.1, 0.5], [0.4, -0.1, -0.3], [0.9, 1.1, -0.6], [0.6, 0.8, 0.9], [0.5, 1.3, -0.1]],
  "smiles": "CNC(=O)[C@@H](Cc1c[nH]cn1)NC(=O)[C@@H](CCC(=O)[O-])NC(C)=O",
  "de_lowest_ev": 1.848,
  "e_tot_ha": -1195.557949,
  "e_lumo_ev": 2.5436,
  "total_charge": -1,
  "mol_weight_g_mol": 338.3,
  "homo_ev": -4.64
}